This record from the Open Molecules 2025 dataset describes a single C6H5NO3 molecule at a distorted geometry. The level of theory is ωB97M-V/def2-TZVPD.

Last column: natural (NBO) charge in e.
Cartesian coordinates (Å):
O (-1.370, -2.036, 0.010)  -0.50
H (2.614, 1.201, -1.559)  0.26
H (1.401, 2.463, -1.275)  0.25
O (0.167, -0.814, 2.816)  -0.53
H (2.587, 2.215, -0.015)  0.27
C (-2.590, -2.214, -0.457)  0.55
C (-0.247, 0.109, -0.589)  -0.32
H (-1.721, -0.132, 1.058)  0.23
H (-0.595, 0.123, -1.614)  0.25
C (0.262, -0.420, 1.698)  0.80
O (1.169, 0.315, 1.208)  -0.46
N (-3.665, -2.341, -0.845)  -0.40
C (0.930, 0.624, -0.181)  0.34
C (-0.876, -0.671, 0.477)  -0.02
C (1.935, 1.579, -0.734)  -0.71

Calculated values
Charge: 0
HOMO level, eV: -10.20
Maximum force, eV/Å: 5.24
ΔE to the lowest compared entry with this formula, charge and spin, kcal per mole: 82.0
SMILES: CC1=C[C@@H](OC#N)C(=O)O1
Total energy, eV: -13932.4608
E_LUMO, eV: -0.10